No. 1
ORCA calculation (the ωB97M-V functional and the def2-TZVPD basis) on a 2-piece molecular cluster, C13H22BrN2O5S overall.

Summary:
- Kohn-Sham gap (eV) = 8.23
- energy (eV) = -107922.9192
- net charge = +1

Last column: Löwdin charge in e.
Geometry (Å):
1 C 2.7003 0.3025 0.2144  -0.077
2 C 2.0811 -0.9510 -0.4589  -0.412
3 C 2.3657 -0.8637 -1.9860  -0.062
4 C 0.5894 -1.0957 -0.1088  -0.151
5 C -0.0382 -2.2970 -0.8480  -0.342
6 C 0.7771 -3.6054 -0.7761  -0.051
7 C -1.4861 -2.6040 -0.4074  -0.101
8 O -2.3332 -2.6533 -1.6064  -0.008
9 N -3.5154 -1.9893 -1.4228  -0.127
10 C -3.4616 -0.6733 -1.4597  0.058
11 C -4.6444 0.0295 -1.2917  -0.022
12 C -5.8045 -0.6940 -1.1194  -0.629
13 Br -7.4650 0.1398 -0.8852  0.894
14 C -5.6913 -2.0964 -1.1364  -0.088
15 N -4.5603 -2.7377 -1.2762  0.214
16 H 2.3806 0.3092 1.2643  0.078
17 H 3.7905 0.1744 0.2231  0.091
18 H 2.4787 1.2231 -0.3268  0.059
19 H 2.6691 -1.7961 -0.0813  0.124
20 H 1.4742 -0.7331 -2.6103  0.073
21 H 2.8893 -1.7758 -2.3002  0.075
22 H 3.0451 -0.0419 -2.2383  0.079
23 H 0.1126 -0.1620 -0.4523  0.123
24 H 0.4686 -1.1617 0.9816  0.126
25 H -0.0843 -2.0239 -1.9109  0.127
26 H 0.8868 -3.9609 0.2547  0.096
27 H 0.2301 -4.3670 -1.3487  0.090
28 H 1.7519 -3.5160 -1.2597  0.073
29 H -1.5011 -3.6174 0.0133  0.128
30 H -1.8758 -1.9438 0.3765  0.135
31 H -2.5253 -0.1492 -1.6161  0.170
32 H -4.6611 1.1141 -1.2932  0.135
33 H -6.5993 -2.6862 -1.0340  0.133
34 C 3.1611 4.0797 3.2891  -0.156
35 C 2.1084 5.1627 3.1909  -0.159
36 O 1.6848 5.1279 1.8215  -0.183
37 S 1.7694 3.6241 1.2743  0.585
38 O 0.4802 3.0345 1.3600  -0.232
39 O 2.5215 3.6277 0.0744  -0.218
40 O 2.6730 3.0202 2.4542  -0.196
41 H 4.1190 4.4169 2.8886  0.137
42 H 3.2996 3.7264 4.3076  0.138
43 H 2.4943 6.1457 3.4462  0.139
44 H 1.2445 4.9372 3.8201  0.135

Forces on the atoms, in the same order (eV/Å):
0.04 -1.05 0.22
0.69 1.00 -0.27
0.22 -0.41 0.05
0.45 -0.19 -0.54
-0.05 -0.05 0.02
-0.35 0.05 -0.29
1.05 -0.75 0.45
-0.62 0.35 0.20
1.45 -0.46 -0.20
-0.66 1.10 0.06
-0.27 0.29 0.07
0.06 0.03 -0.03
0.42 -0.28 -0.06
-1.26 0.19 0.10
-0.04 0.00 0.03
0.03 0.48 -0.17
-0.18 0.18 -0.06
-0.22 -0.08 0.27
-0.45 -0.04 0.09
0.08 -0.05 0.16
-0.29 0.16 -0.23
-0.17 -0.06 0.23
-0.13 -0.19 0.23
-0.01 -0.07 -0.19
-0.10 -0.05 0.19
0.11 0.09 -0.15
0.13 0.03 0.21
-0.08 0.08 0.27
-0.26 0.19 -0.09
-0.14 0.26 -0.53
0.11 -0.51 0.01
0.16 -0.14 -0.05
0.34 -0.17 0.01
0.43 0.32 -0.03
-0.29 -0.14 0.44
0.33 -0.24 -0.18
0.26 0.37 0.59
-0.02 -0.24 -0.26
-0.24 0.01 -0.24
-0.43 0.12 -0.03
-0.02 0.01 0.02
-0.10 -0.22 -0.09
-0.03 0.06 -0.27
0.04 0.01 0.03

---

No. 2
ORCA calculation (the ωB97M-V functional and the def2-TZVPD basis) on C13H22CaN4O3S3Si as an isolated structure.

Summary:
- Kohn-Sham gap (eV) = 6.94
- energy (eV) = -84766.6738
- energy relative to the best compared isomer or geometry (same formula, charge and spin) (kcal per mole) = 4.2
- net charge = 0

Last column: Löwdin charge in e.
Geometry (Å):
1 Ca 1.3830 0.6363 -1.0784  1.294
2 C -3.2293 -2.6128 2.0715  -0.171
3 Si -3.5834 -2.2396 0.2312  0.517
4 C -5.5098 -2.1527 0.0440  -0.160
5 C -3.0325 -3.6857 -0.6555  -0.235
6 C -2.8844 -0.5422 -0.1369  -0.263
7 C -3.6767 0.5759 -0.0309  -0.105
8 C -3.1377 1.8779 0.1625  -0.050
9 C -1.7285 1.9399 0.1162  -0.167
10 N -1.0038 0.9650 -0.3673  -0.097
11 C -1.5165 -0.2472 -0.5915  -0.775
12 S -0.5899 -1.4727 -1.4323  0.488
13 H -4.1604 -3.0019 2.5662  0.036
14 H -2.9038 -1.7899 2.6649  0.004
15 H -2.5439 -3.4311 2.3195  0.021
16 H -5.9429 -1.1759 0.1496  -0.001
17 H -5.8612 -2.8850 0.7699  0.023
18 H -5.8390 -2.4584 -0.9368  0.022
19 H -3.9003 -4.3336 -0.7133  0.031
20 H -2.1740 -4.2010 -0.1944  0.040
21 H -2.7226 -3.5692 -1.6904  0.016
22 H -4.7577 0.4888 0.0849  0.085
23 H -3.7668 2.7144 0.4556  0.093
24 H -1.1795 2.7676 0.4827  0.096
25 C 1.1425 3.3038 -4.5485  -0.128
26 S 1.8822 2.4344 -3.1556  0.422
27 O 1.4699 1.0010 -3.2234  -0.535
28 O 3.3314 2.6562 -3.1456  -0.344
29 O 1.2538 2.8639 -1.8620  -0.487
30 H 1.4994 2.7823 -5.4959  0.097
31 H 1.4273 4.3474 -4.5358  0.061
32 H 0.0749 3.1644 -4.3855  0.063
33 C 4.8787 2.5552 2.7951  -0.092
34 C 5.4420 1.5678 1.7568  -0.249
35 C 4.4959 0.4815 1.4000  -0.589
36 N 3.5855 0.6350 0.5223  -0.009
37 N 2.7604 -0.4787 0.3881  -0.158
38 C 3.1398 -1.4784 1.1619  -0.700
39 N 2.5696 -2.6603 1.1962  0.129
40 S 4.3571 -1.0364 2.3308  1.098
41 H 5.6201 3.3988 2.8154  0.089
42 H 4.7277 2.0839 3.7825  0.079
43 H 3.9774 3.0584 2.4386  0.074
44 H 6.3712 1.1695 2.1112  0.095
45 H 5.6649 2.1014 0.7999  0.134
46 H 1.7483 -2.7901 0.6476  0.092
47 H 2.8416 -3.3283 1.9150  0.119

Forces on the atoms, in the same order (eV/Å):
-1.42 -0.09 0.29
-1.15 -1.22 0.42
-1.02 1.23 1.15
1.34 -0.34 -0.07
1.03 -1.58 -1.34
1.32 0.38 -1.57
-0.34 1.15 1.06
1.40 -0.87 -0.14
-2.80 0.60 0.23
1.55 -1.27 -0.35
-1.57 -1.18 0.65
0.44 0.58 0.60
0.44 0.56 -0.46
0.17 0.91 0.35
0.28 0.11 -0.61
-0.26 0.36 0.66
-0.45 0.22 0.08
0.10 -0.40 -0.47
-0.12 -0.55 0.27
-0.49 0.14 0.07
-0.07 0.43 -0.13
0.24 -0.13 0.03
0.25 -0.14 -0.15
0.30 1.03 0.05
0.38 -1.46 -0.33
1.07 0.18 1.55
0.69 0.36 -1.83
-1.49 -0.22 -0.60
0.34 0.69 -0.93
-0.50 0.70 1.31
0.11 0.07 0.11
-0.02 0.13 -0.31
0.90 0.89 -0.43
-0.32 0.82 -0.75
-0.13 0.14 0.96
-0.36 -0.84 -0.20
1.10 -0.95 0.59
-0.06 1.89 0.63
0.10 -1.32 0.58
0.32 0.57 -1.24
-0.51 -0.82 0.61
0.09 0.42 -0.44
-0.20 -0.47 0.09
0.55 -0.34 0.21
-0.20 -0.32 0.76
-0.65 -0.30 -0.34
-0.39 0.31 -0.60